A single C5H7NOS molecule in a non-equilibrium geometry. Source: the Open Molecules 2025 dataset; level of theory: wB97M-V/def2-TZVPD.

Output
Highest occupied orbital energy = -8.683 eV
Structure (SMILES) = S=C1CN2C[C@@H]2CO1
Energy relative to the best compared isomer or geometry (same formula, charge and spin) = 88.5 kcal per mole
E_tot = -722.77710 Eh
F_max = 3.9 eV/A
Frontier orbital gap = 9.01 eV

```
! wB97M-V def2-TZVPD RIJCOSX def2/J DEFGRID3
* xyz 0 1
S -3.45878 -0.25375 -0.28469
C -1.86719 0.02286 0.04188
C -0.81953 -1.09026 0.19203
N 0.44933 -1.02032 -0.54240
C 1.78387 -0.56706 0.08923
C 0.90053 0.38875 -0.70075
C 0.09847 1.37959 0.07405
O -1.43125 1.36641 -0.04139
H -0.83264 -1.22309 1.31163
H -1.48141 -1.98225 -0.10955
H 2.77874 -0.88662 -0.57480
H 1.96224 -0.52504 1.19331
H 1.43272 0.85487 -1.56144
H 0.28716 2.36551 -0.22867
H 0.19773 1.17038 1.14156
*
```

***

2 unconnected molecules or ions with the total composition C4H11NO. Source: the Open Molecules 2025 dataset; level of theory: wB97M-V/def2-TZVPD.

Output
Highest occupied orbital energy = -9.927 eV
Structure (SMILES) = CC(N)=O.CC
Energy relative to the best compared isomer or geometry (same formula, charge and spin) = 9.2 kcal per mole
E_tot = -289.00241 Eh
F_max = 0.8 eV/A
Frontier orbital gap = 10.81 eV

```
! wB97M-V def2-TZVPD RIJCOSX def2/J DEFGRID3
* xyz 0 1
C -0.85304 0.81303 -1.52591
C -1.78832 1.03616 -0.36749
N -1.73531 2.31004 0.19539
O -2.40951 0.14917 0.17081
H -0.73705 -0.25314 -1.67628
H 0.12710 1.19163 -1.22607
H -1.12073 1.29039 -2.46660
H -2.50024 2.43931 0.84532
H -1.67276 3.06034 -0.48029
C 1.53491 -1.52629 1.57815
C 1.60691 -1.39271 0.05051
H 1.03451 -0.69111 2.06996
H 1.09251 -2.49480 1.80323
H 2.50320 -1.68707 2.05926
H 2.55878 -1.79222 -0.28537
H 1.53141 -0.40699 -0.40662
H 0.82763 -2.04573 -0.33799
*
```

***

A molecular structure, C12H17B3BeF9NO3S in a non-equilibrium geometry. Source: the Open Molecules 2025 dataset; level of theory: wB97M-V/def2-TZVPD.

Output
Highest occupied orbital energy = -14.443 eV
Energy relative to the best compared isomer or geometry (same formula, charge and spin) = 325.7 kcal per mole
E_tot = -2133.09368 Eh
F_max = 5.8 eV/A
Frontier orbital gap = 2.04 eV

```
! wB97M-V def2-TZVPD RIJCOSX def2/J DEFGRID3
* xyz 2 1
F -3.41880 0.51290 3.23250
C -2.98718 -0.23201 2.00892
F -1.48843 -0.40968 1.93566
C -3.31320 0.82543 0.75073
C -2.58821 2.28035 0.98122
B -1.66169 2.77350 -0.32714
O -2.30591 3.84930 -1.16115
B -1.13762 4.74998 -1.46412
O -0.10150 4.14760 -2.35481
B 0.47154 3.03963 -1.51108
C 2.11621 2.79639 -1.73564
C 2.62264 1.32794 -1.21211
C 3.25754 0.35886 -2.37859
C 2.77280 -1.20562 -2.31634
N 3.13352 -1.94274 -1.04639
C 3.79615 -1.51102 0.24199
C 3.82593 -2.85444 1.23756
C 3.14899 -4.08350 0.37596
C 2.74855 -3.42349 -1.07090
O -0.32433 2.20503 -0.58691
C -3.84000 -1.57732 1.67943
F -3.39907 -2.06163 0.32651
F -5.29971 -1.21000 1.54622
S -3.74907 -2.97334 2.89775
F -4.98841 -3.78526 1.96933
F -5.03022 -2.33388 3.86402
F -2.62645 -2.21352 3.93386
F -2.48086 -3.68345 1.92465
F -3.67107 -4.35490 3.91935
H -2.89448 0.40281 -0.27918
H -4.45810 1.01472 0.60178
H -1.96747 2.22045 1.97886
H -3.42441 3.10124 1.16942
H -1.00692 5.83116 -1.00710
H 2.29075 2.87261 -2.90461
H 2.76612 3.63923 -1.24317
H 1.82223 0.72048 -0.59609
H 3.51320 1.53976 -0.44574
H 4.44190 0.49369 -2.44715
H 2.85265 0.79103 -3.41522
H 1.61113 -1.26141 -2.50998
H 3.34819 -1.76661 -3.19812
H 4.15800 -0.41758 0.46541
H 4.24294 -2.88274 2.33938
H 2.97520 -5.20524 0.68877
H 2.25497 -3.87783 -2.03146
Be 3.99203 3.77314 -2.82631
*
```

***

A single C4H11NS molecule in a non-equilibrium geometry. Source: the Open Molecules 2025 dataset; level of theory: wB97M-V/def2-TZVPD.

Output
Highest occupied orbital energy = -8.655 eV
Structure (SMILES) = CCNCCS
Energy relative to the best compared isomer or geometry (same formula, charge and spin) = 69.4 kcal per mole
E_tot = -611.83150 Eh
F_max = 4.6 eV/A
Frontier orbital gap = 9.64 eV

```
! wB97M-V def2-TZVPD RIJCOSX def2/J DEFGRID3
* xyz 0 1
C -0.71158 1.43256 1.88984
C -0.07253 1.11747 0.52260
N -0.90423 -0.10503 0.24917
C -0.09250 -1.17583 -0.26875
C 0.45473 -1.17090 -1.89544
S 2.30848 -1.52491 -1.80808
H -0.08967 1.87304 2.56228
H -1.41023 0.74941 2.31275
H -1.44780 2.18546 1.81629
H -0.03081 1.94189 -0.15244
H 0.97886 0.77963 0.50128
H -1.65113 0.10575 -0.44071
H 0.76381 -1.23690 0.42840
H -0.80623 -2.14386 -0.27163
H 0.23869 -0.02700 -2.02133
H -0.09839 -1.63131 -2.80447
H 2.57053 -1.16947 -0.61977
*
```